No. 1
Computed, not measured: C23H41Cl3InN3O3Si as an isolated structure at a distorted geometry, with ωB97M-V with the def2-TZVPD basis set.

As for the highest occupied orbital energy: -6.412 eV. The value obtained for the orbital gap is 6.25 eV. As for the charge: 0. As for the strongest force on any atom: 4.6 eV Å⁻¹. As for the energy above the lowest of the compared OMol25 structures with the same formula, charge and spin: 3.364 eV.

CARTESIAN COORDINATES (ANGSTROEM)
1 C 2.60 -2.53 -6.39
2 C 2.04 -1.65 -7.47
3 H 1.98 -3.42 -6.30
4 H 2.63 -2.02 -5.42
5 H 3.62 -2.84 -6.64
6 C 1.96 -2.07 -8.75
7 C 2.16 -3.49 -9.16
8 H 1.89 -1.36 -9.58
9 H 1.58 -4.17 -8.51
10 H 3.21 -3.80 -9.15
11 H 1.80 -3.63 -10.19
12 In 1.50 -0.03 -3.37
13 Cl 3.03 -0.93 -1.74
14 Cl 2.67 1.54 -4.72
15 C 0.45 2.75 -2.53
16 O 0.21 1.50 -2.54
17 N -0.51 3.67 -2.56
18 C -1.92 3.33 -2.53
19 C -0.13 5.04 -2.92
20 H 1.47 3.15 -2.51
21 H -2.18 2.75 -1.64
22 H -2.22 2.80 -3.43
23 H -2.46 4.26 -2.49
24 H 0.77 5.31 -2.35
25 H -0.96 5.71 -2.68
26 H 0.08 5.10 -4.00
27 H -0.38 -4.20 0.04
28 H -0.99 -3.65 -3.76
29 C -1.30 -3.88 -0.45
30 C -1.70 -3.59 -2.94
31 N -1.01 -3.15 -1.70
32 H -1.87 -3.25 0.25
33 C -0.19 -2.11 -1.77
34 O -0.03 -1.50 -2.89
35 H -2.49 -2.88 -3.19
36 H 0.36 -1.80 -0.87
37 H -1.87 -4.78 -0.69
38 H -2.14 -4.57 -2.75
39 O 0.62 -0.36 -5.90
40 C 1.57 -0.26 -6.99
41 C 0.25 0.25 -9.10
42 C 1.17 0.67 -8.14
43 H -0.16 -0.77 -9.04
44 C -0.14 1.11 -10.14
45 H 2.46 0.19 -6.50
46 C 1.80 1.92 -8.31
47 H -0.96 0.81 -10.79
48 C 0.45 2.37 -10.29
49 C 1.44 2.76 -9.38
50 H 2.55 2.26 -7.60
51 H 0.12 3.04 -11.09
52 H 1.88 3.74 -9.48
53 Si -1.20 -0.22 -6.36
54 Cl -1.38 -2.20 -6.89
55 C -2.53 0.27 -7.75
56 C -1.09 1.79 -6.32
57 C -2.02 -0.20 -4.65
58 H -2.55 1.34 -8.05
59 H -3.48 0.07 -7.22
60 H -2.47 -0.35 -8.65
61 H -2.12 -1.22 -4.25
62 H -3.06 0.16 -4.78
63 H -1.49 0.48 -3.97
64 H -0.77 2.17 -7.30
65 H -0.39 2.17 -5.55
66 H -2.09 2.21 -6.13
67 C 0.41 -0.14 4.06
68 C -0.47 0.38 2.91
69 C 0.14 0.20 1.60
70 N 0.55 0.04 0.52
71 H 0.61 -1.21 3.92
72 H -0.09 0.00 5.01
73 H 1.37 0.38 4.09
74 H -1.43 -0.18 2.92
75 H -0.71 1.45 3.06



No. 2
Computed, not measured: C23H41ClIrP2 as an isolated structure at a distorted geometry, with ωB97M-V with the def2-TZVPD basis set.

Its spin multiplicity is 6. As for the highest occupied orbital energy (spin up / spin down): -12.422 / -14.246 eV. The expectation value of S² is 8.76. The value obtained for the orbital gap (spin up / spin down) is 7.56 / 4.52 eV. As for the charge: +2. As for the strongest force on any atom: 4.8 eV Å⁻¹. As for the energy above the lowest of the compared OMol25 structures with the same formula, charge and spin: 0.000 eV.

CARTESIAN COORDINATES (ANGSTROEM)
1 Ir -0.78 -1.38 -0.10
2 C -0.56 -3.86 1.11
3 C -1.13 -2.58 1.54
4 C -2.54 -3.64 -0.03
5 C -1.40 -4.45 0.16
6 C -2.40 -2.41 0.74
7 C 0.68 -4.46 1.66
8 H 1.22 -3.74 2.29
9 H 1.35 -4.79 0.86
10 H 0.47 -5.34 2.29
11 C -1.12 -5.70 -0.59
12 H -0.09 -6.04 -0.39
13 H -1.22 -5.54 -1.67
14 H -1.81 -6.51 -0.29
15 C -3.72 -3.96 -0.85
16 H -4.31 -4.76 -0.38
17 H -3.43 -4.29 -1.85
18 H -4.37 -3.08 -0.96
19 C -3.54 -1.56 1.18
20 H -4.33 -2.18 1.63
21 H -3.96 -1.05 0.30
22 H -3.21 -0.81 1.90
23 C -0.98 -2.02 2.91
24 H -1.65 -2.52 3.62
25 H -1.24 -0.96 2.90
26 H 0.04 -2.14 3.27
27 C 1.37 -1.27 -0.87
28 C 1.62 -1.33 0.50
29 C 1.78 -0.20 1.47
30 C 0.65 0.87 1.48
31 C -0.60 0.57 0.72
32 C -0.83 0.63 -0.70
33 C 0.14 0.81 -1.83
34 C 1.41 -0.07 -1.79
35 H 2.76 0.28 1.30
36 H 1.07 1.86 1.18
37 H 1.84 -0.60 2.49
38 H 2.30 0.54 -1.56
39 H 1.52 -2.24 -1.38
40 H 1.96 -2.31 0.86
41 H 1.56 -0.44 -2.81
42 H -0.41 0.60 -2.76
43 H -1.86 0.97 -0.92
44 H 0.40 1.88 -1.91
45 H 0.34 1.05 2.53
46 H -1.52 0.82 1.27
47 P 2.39 2.67 -0.57
48 C 3.83 2.79 -1.71
49 C 3.03 3.75 0.78
50 P -0.44 3.94 -0.74
51 C 1.33 3.97 -1.38
52 C -0.22 5.33 0.47
53 C -1.08 5.11 -2.03
54 H 3.54 2.55 -2.75
55 H 4.60 2.09 -1.37
56 H 4.23 3.82 -1.67
57 H 3.54 4.59 0.31
58 H 3.75 3.16 1.36
59 H 2.22 4.12 1.43
60 H -0.47 6.03 -2.03
61 H -2.11 5.38 -1.75
62 H -1.07 4.66 -3.03
63 H 1.32 3.81 -2.47
64 H 1.78 4.96 -1.18
65 H -1.23 5.70 0.70
66 H 0.35 6.14 -0.02
67 H 0.29 5.01 1.38
68 Cl -1.04 -2.26 -2.27



No. 3
Computed, not measured: C23H41CsF6N6O8S as an isolated structure at a distorted geometry, with ωB97M-V with the def2-TZVPD basis set.

As for the highest occupied orbital energy: -4.786 eV. The value obtained for the orbital gap is 1.77 eV. As for the charge: 0. As for the strongest force on any atom: 17.4 eV Å⁻¹.

CARTESIAN COORDINATES (ANGSTROEM)
1 C -1.09 3.44 -2.91
2 C -0.70 2.91 -1.53
3 N 0.72 2.42 -1.41
4 C 0.79 1.02 -1.85
5 C 0.31 0.15 -0.68
6 C 1.41 -0.41 0.26
7 C 0.74 -0.79 1.57
8 C 0.01 0.30 2.33
9 C -0.78 -0.20 3.50
10 N -0.02 1.54 2.09
11 C 1.95 -1.62 -0.54
12 C 1.07 -2.89 -0.44
13 C 1.23 -3.72 -1.72
14 C 0.21 -3.30 -2.77
15 C 0.52 -3.94 -4.12
16 C -1.23 -3.69 -2.36
17 C 3.35 -2.01 -0.08
18 N 4.30 -0.95 -0.56
19 C 3.68 0.27 -0.41
20 N 4.15 1.23 -1.12
21 N 2.58 0.53 0.42
22 N 2.93 0.90 1.75
23 C 4.07 0.20 2.28
24 O 4.00 -0.75 2.99
25 F 5.29 0.68 1.97
26 C 3.15 2.33 1.87
27 O 2.54 3.02 2.61
28 F 4.13 2.87 1.11
29 C 1.59 3.31 -2.08
30 C 2.16 3.11 -3.52
31 O 1.96 4.30 -1.52
32 H -2.17 3.51 -2.97
33 H -0.67 4.46 -3.13
34 H -0.77 2.72 -3.70
35 H -1.35 2.07 -1.37
36 H -0.92 3.64 -0.76
37 H 0.03 0.89 -2.64
38 H 1.73 0.74 -2.31
39 H -0.20 -0.71 -1.09
40 H -0.43 0.72 -0.15
41 H 1.51 -1.18 2.24
42 H 0.04 -1.60 1.47
43 H -1.74 -0.55 3.11
44 H -0.30 -1.09 3.93
45 H -0.93 0.56 4.25
46 H 0.54 1.73 1.25
47 H 1.93 -1.37 -1.60
48 H 0.03 -2.60 -0.37
49 H 1.35 -3.44 0.45
50 H 1.05 -4.76 -1.48
51 H 2.22 -3.64 -2.16
52 H 0.22 -2.22 -2.95
53 H 0.43 -5.02 -4.05
54 H 1.53 -3.71 -4.45
55 H -0.18 -3.60 -4.88
56 H -1.88 -2.82 -2.25
57 H -1.67 -4.30 -3.15
58 H -1.24 -4.29 -1.46
59 H 3.61 -2.94 -0.58
60 H 3.41 -2.21 0.98
61 H 5.08 -0.92 0.09
62 H 4.76 1.02 -1.89
63 H 3.88 2.20 -0.98
64 H 3.14 3.64 -3.54
65 H 2.36 2.04 -3.82
66 H 1.44 3.66 -4.26
67 C -5.59 0.44 5.22
68 C -4.16 0.47 5.73
69 O -3.34 1.14 4.78
70 O -5.66 -0.20 3.94
71 H -6.24 -0.10 5.90
72 H -5.97 1.46 5.10
73 H -3.77 -0.55 5.82
74 H -4.08 0.97 6.69
75 H -3.57 2.07 4.81
76 H -4.86 0.08 3.47
77 C -4.54 -0.37 0.21
78 F -4.82 -1.66 0.40
79 F -5.69 0.28 0.05
80 F -3.96 0.09 1.33
81 S -3.43 -0.14 -1.24
82 O -4.17 -0.68 -2.35
83 O -2.24 -0.90 -0.90
84 O -3.22 1.30 -1.29
85 Cs 0.98 3.33 -5.63
86 F -2.52 2.08 7.07



No. 4
Computed, not measured: C23H41F3IrNSSbSi4 as an isolated structure, with ωB97M-V with the def2-TZVPD basis set.

As for the highest occupied orbital energy: -10.691 eV. The value obtained for the orbital gap is 7.58 eV. As for the charge: +1. As for the strongest force on any atom: 0.1 eV Å⁻¹. As for the energy above the lowest of the compared OMol25 structures with the same formula, charge and spin: 0.000 eV.

CARTESIAN COORDINATES (ANGSTROEM)
1 Ir 0.63 0.98 -0.28
2 F 4.39 -0.79 -3.45
3 C 4.15 0.43 -3.94
4 F 3.16 0.32 -4.84
5 F 5.25 0.82 -4.60
6 C 3.79 1.41 -2.85
7 C 4.55 2.53 -2.61
8 C 4.20 3.39 -1.57
9 C 3.07 3.10 -0.83
10 N 2.32 2.03 -1.08
11 C 2.67 1.18 -2.06
12 S 1.55 -0.15 -2.07
13 H 5.43 2.73 -3.21
14 H 4.78 4.27 -1.35
15 H 2.75 3.73 -0.01
16 C -3.29 -2.88 2.32
17 Si -2.66 -1.13 2.16
18 C -4.05 0.02 1.69
19 C -1.90 -0.58 3.78
20 Sb -0.79 -1.12 0.37
21 Si 1.12 -2.31 1.64
22 C 1.84 -0.96 2.72
23 C 0.44 -3.72 2.65
24 C 2.42 -2.92 0.45
25 Si -1.48 -2.57 -1.66
26 C -1.95 -1.40 -3.04
27 C -2.94 -3.63 -1.19
28 C -0.03 -3.64 -2.13
29 H -3.92 -2.93 3.21
30 H -2.48 -3.60 2.44
31 H -3.89 -3.17 1.47
32 H -4.82 -0.04 2.46
33 H -4.51 -0.25 0.74
34 H -3.73 1.07 1.63
35 H -2.67 -0.66 4.56
36 H -1.57 0.46 3.76
37 H -1.06 -1.21 4.08
38 H 1.09 -0.54 3.40
39 H 2.24 -0.14 2.12
40 H 2.66 -1.36 3.33
41 H -0.28 -3.39 3.40
42 H 1.26 -4.21 3.19
43 H -0.04 -4.47 2.02
44 H 2.74 -2.14 -0.24
45 H 2.08 -3.78 -0.13
46 H 3.30 -3.24 1.03
47 H -2.89 -0.90 -2.82
48 H -2.09 -1.97 -3.96
49 H -1.18 -0.65 -3.22
50 H -3.81 -3.03 -0.92
51 H -2.71 -4.30 -0.36
52 H -3.22 -4.24 -2.05
53 H 0.88 -3.07 -2.33
54 H -0.28 -4.19 -3.04
55 H 0.19 -4.38 -1.35
56 C -0.48 3.37 -2.61
57 Si -0.99 2.32 -1.16
58 C -2.75 1.78 -1.35
59 C -0.45 3.03 0.49
60 C 0.31 4.22 0.58
61 C 0.97 4.57 1.73
62 C 0.98 3.70 2.84
63 C 0.26 2.54 2.79
64 C -0.48 2.20 1.64
65 H -1.18 4.19 -2.76
66 H -0.48 2.76 -3.52
67 H 0.53 3.78 -2.49
68 H -3.41 2.65 -1.28
69 H -3.06 1.06 -0.60
70 H -2.90 1.34 -2.34
71 H 0.34 4.89 -0.27
72 H 1.50 5.52 1.79
73 H 1.53 3.97 3.73
74 H 0.22 1.89 3.66
75 H -1.21 1.41 1.72



No. 5
Computed, not measured: C23H41F5OP2RuTe as an isolated structure at a distorted geometry, with ωB97M-V with the def2-TZVPD basis set.

Its spin multiplicity is 6. As for the highest occupied orbital energy (spin up / spin down): -9.114 / -10.134 eV. The expectation value of S² is 8.80. The value obtained for the orbital gap (spin up / spin down) is 5.51 / 2.36 eV. As for the charge: +1. As for the strongest force on any atom: 4.7 eV Å⁻¹. As for the energy above the lowest of the compared OMol25 structures with the same formula, charge and spin: 3.897 eV.

CARTESIAN COORDINATES (ANGSTROEM)
1 Ru -0.02 0.16 3.09
2 C -0.66 -2.73 2.08
3 C 0.64 -2.23 2.33
4 C -0.79 -1.48 4.01
5 C -1.53 -2.34 3.10
6 C 0.62 -1.65 3.65
7 C -0.98 -3.79 1.08
8 H -0.26 -3.78 0.25
9 H -1.97 -3.63 0.65
10 H -0.97 -4.81 1.52
11 C -2.86 -2.92 3.36
12 H -3.26 -3.42 2.47
13 H -3.57 -2.15 3.65
14 H -2.80 -3.67 4.17
15 C -1.21 -0.96 5.32
16 H -0.78 -1.60 6.09
17 H -2.30 -0.96 5.37
18 H -0.81 0.06 5.45
19 C 1.65 -0.82 4.27
20 H 2.62 -0.94 3.77
21 H 1.72 -1.00 5.35
22 H 1.41 0.32 4.19
23 C 1.87 -2.50 1.53
24 H 2.56 -3.15 2.09
25 H 2.40 -1.57 1.28
26 H 1.62 -3.01 0.60
27 C -1.65 -0.89 -1.53
28 C -0.82 -1.91 -1.72
29 C 0.40 -1.89 -2.61
30 C 1.54 -0.89 -2.19
31 C 1.31 0.18 -1.26
32 C 0.43 1.33 -1.06
33 C -1.02 1.56 -1.63
34 C -1.57 0.37 -2.37
35 H 0.15 -1.73 -3.68
36 H 2.00 -0.51 -3.11
37 H 0.86 -2.89 -2.55
38 H -0.95 0.17 -3.26
39 H -2.51 -0.96 -0.83
40 H -1.13 -2.91 -1.41
41 H -2.56 0.63 -2.76
42 H -1.73 1.74 -0.81
43 H 0.27 1.39 0.04
44 H -1.04 2.46 -2.28
45 H 2.37 -1.48 -1.75
46 H 1.88 0.00 -0.33
47 P 1.01 1.62 -3.61
48 C -0.05 2.08 -5.05
49 C 2.58 1.25 -4.50
50 P 1.64 2.77 -0.96
51 C 1.41 3.19 -2.76
52 C 3.41 2.41 -0.86
53 C 1.23 4.29 -0.11
54 H -0.87 2.75 -4.75
55 H -0.48 1.18 -5.52
56 H 0.60 2.60 -5.78
57 H 2.72 2.04 -5.26
58 H 2.51 0.26 -4.98
59 H 3.42 1.26 -3.79
60 H 1.41 5.12 -0.81
61 H 1.90 4.37 0.76
62 H 0.18 4.28 0.22
63 H 0.57 3.88 -2.87
64 H 2.30 3.66 -3.21
65 H 3.76 2.81 0.11
66 H 3.94 2.92 -1.68
67 H 3.61 1.33 -0.90
68 F -3.65 1.34 -0.09
69 Te -3.73 0.68 1.83
70 F -5.57 0.38 1.47
71 F -3.62 -1.15 1.07
72 F -4.43 2.29 2.73
73 F -4.06 -0.26 3.56
74 O -0.36 1.45 2.09



No. 6
Computed, not measured: an isolated ion of composition C23H41F9N3OS and charge +1 at a distorted geometry, with ωB97M-V with the def2-TZVPD basis set.

As for the highest occupied orbital energy: -12.896 eV. The value obtained for the orbital gap is 8.29 eV. As for the charge: +1. As for the strongest force on any atom: 9.9 eV Å⁻¹.

CARTESIAN COORDINATES (ANGSTROEM)
1 C 0.90 2.50 3.47
2 C 0.11 3.92 3.24
3 C -1.49 3.77 2.92
4 C -2.12 2.29 3.27
5 C -3.76 2.32 3.00
6 C -4.29 0.77 3.21
7 C -3.84 -0.24 1.99
8 C -4.49 0.17 0.51
9 C -3.32 1.03 -0.29
10 C -2.63 0.18 -1.52
11 C -1.03 0.54 -1.76
12 N -0.24 1.73 -1.18
13 C 1.23 1.64 -1.64
14 C 2.50 2.60 -1.30
15 C 3.55 2.86 -2.51
16 C 4.64 1.61 -2.76
17 F 5.59 2.20 -3.79
18 F 3.96 0.52 -3.48
19 C 5.55 1.23 -1.49
20 F 6.99 1.19 -1.96
21 F 5.55 2.37 -0.48
22 S 5.25 -0.33 -0.57
23 F 5.14 0.60 0.90
24 F 3.55 -0.31 -0.73
25 F 5.51 -1.37 -1.90
26 F 6.96 -0.43 -0.25
27 F 5.07 -1.74 0.40
28 N 1.13 0.36 -2.45
29 N -0.07 -0.32 -2.57
30 O -0.29 -1.50 -3.24
31 C 0.76 -2.48 -2.94
32 C 0.19 -4.01 -2.66
33 C -1.36 -4.25 -3.15
34 C 0.44 -4.35 -1.06
35 C -0.33 -3.32 -0.03
36 C 0.35 -3.29 1.50
37 C -1.93 -3.70 0.19
38 H 2.01 2.72 3.79
39 H 0.96 1.86 2.46
40 H 0.42 1.86 4.35
41 H 0.28 4.65 4.15
42 H 0.60 4.42 2.28
43 H -1.64 3.95 1.77
44 H -2.06 4.55 3.59
45 H -1.95 2.02 4.42
46 H -1.58 1.46 2.62
47 H -4.05 2.72 1.94
48 H -4.32 2.99 3.81
49 H -5.46 0.70 3.36
50 H -3.76 0.37 4.19
51 H -4.23 -1.33 2.26
52 H -2.67 -0.29 1.86
53 H -5.49 0.81 0.68
54 H -4.78 -0.84 -0.01
55 H -3.87 1.95 -0.78
56 H -2.56 1.46 0.49
57 H -3.22 0.41 -2.51
58 H -2.69 -1.00 -1.31
59 H -0.59 2.51 -0.57
60 H 2.05 3.67 -1.00
61 H 2.99 2.20 -0.29
62 H 4.19 3.83 -2.28
63 H 2.99 3.02 -3.53
64 H 1.54 -2.59 -3.83
65 H 1.41 -2.22 -1.98
66 H 0.87 -4.77 -3.25
67 H -1.34 -4.35 -4.33
68 H -2.08 -3.36 -2.85
69 H -1.80 -5.24 -2.65
70 H 1.60 -4.23 -0.83
71 H 0.19 -5.48 -0.79
72 H -0.32 -2.19 -0.39
73 H -0.45 -2.93 2.28
74 H 0.80 -4.33 1.80
75 H 1.23 -2.50 1.54
76 H -2.08 -4.86 0.21
77 H -2.53 -3.23 -0.72
78 H -2.34 -3.16 1.17



no.,molar mass (g mol⁻¹)
1,656.86
2,607.20
3,808.58
4,846.97
5,719.19
6,578.65